1.
Entry from the OMol25 dataset: the ion CH8N4S2 with charge +2 (ωB97M-V/def2-TZVPD).

Calculated values
Kohn-Sham gap (spin up / spin down) in hartree: 0.3152 / 0.3152
DFT total energy in eV: -28774.101
LUMO (spin up / spin down) in eV: -9.82 / -9.82

```
! wB97M-V def2-TZVPD RIJCOSX def2/J DEFGRID3
* xyz 2 1
C 1.041 -0.256 0.236
N -0.225 1.283 -0.406
N 0.257 -1.269 0.049
N -1.497 1.183 -0.518
N -1.096 -1.493 0.481
S 2.610 -0.076 -0.411
S 0.583 1.080 1.356
H 0.155 2.127 -0.737
H 0.538 -1.837 -0.834
H -2.161 1.902 -0.495
H -1.753 0.146 -0.231
H -1.386 -2.368 0.149
H -1.358 -1.037 1.335
H 2.595 -1.032 -1.382
H 1.698 1.647 1.406
*
```

2.
Entry from the OMol25 dataset: a structure of composition C15H31FP2V (ωB97M-V/def2-TZVPD).

Calculated values
Kohn-Sham gap (spin up / spin down) in hartree: 0.1696 / 0.1724
Expectation value of S²: 3.767
DFT total energy in eV: -63031.750
LUMO (spin up / spin down) in eV: -0.09 / -0.10

```
! wB97M-V def2-TZVPD RIJCOSX def2/J DEFGRID3
* xyz 0 4
P -1.094 1.570 -1.428
P 0.360 -2.283 -0.438
C -0.843 -0.142 -2.205
C -1.010 -1.489 -1.441
H 0.131 -0.069 -2.726
H -1.603 -0.131 -3.023
H -1.946 -1.506 -0.842
H -1.173 -2.243 -2.246
C 1.603 -2.535 -1.722
H 2.601 -2.754 -1.309
H 1.685 -1.702 -2.447
H 1.268 -3.423 -2.286
C -0.352 -3.856 0.014
H -0.312 -4.470 -0.893
H -1.391 -3.686 0.333
H 0.236 -4.299 0.830
C -0.874 2.520 -2.949
H -0.792 3.584 -2.707
H -1.719 2.358 -3.646
H 0.048 2.194 -3.460
C -2.928 1.427 -1.235
H -3.225 0.468 -0.758
H -3.410 1.455 -2.235
H -3.316 2.263 -0.635
V 2.071 0.687 2.497
C 0.885 -1.680 1.232
C 2.010 -0.758 0.874
C 1.711 0.308 -0.131
C 1.400 1.796 0.263
C -0.144 2.240 0.121
C -0.991 1.637 1.150
C -1.041 0.167 1.290
C -0.147 -0.846 2.105
C 0.704 1.912 3.668
H 1.265 -2.549 1.818
H 3.020 -1.207 0.919
H 0.894 0.035 -0.810
H 2.591 0.338 -0.795
H 2.001 2.099 1.167
H 1.856 2.381 -0.553
H -0.262 3.330 0.038
H -1.457 2.270 1.916
H -0.953 -0.205 0.261
H -2.094 -0.028 1.575
H 0.339 -0.321 2.952
H -0.836 -1.602 2.518
H 0.436 1.384 4.601
H -0.152 2.515 3.351
H 1.534 2.617 3.867
F 3.416 0.227 3.562
*
```

3.
Entry from the OMol25 dataset: a cluster of 5 separate species, C26H65B2O4P in total (ωB97M-V/def2-TZVPD).

Calculated values
Kohn-Sham gap in hartree: 0.3361
SMILES string: CCB(O)BP(=O)(O)O.CCCCCC.CCCCCC.CCCCCC.CCCCCC
DFT total energy in eV: -46851.322
LUMO in eV: -0.59

```
! wB97M-V def2-TZVPD RIJCOSX def2/J DEFGRID3
* xyz 0 1
C -2.406 0.548 1.992
C -3.454 -0.396 1.351
B -4.471 -0.962 2.402
O -4.012 -1.359 3.656
B -6.116 -1.205 2.146
P -7.381 0.199 1.916
O -7.408 0.591 0.491
O -8.829 -0.257 2.457
O -7.005 1.386 2.925
H -2.820 1.064 2.863
H -2.077 1.314 1.292
H -1.541 -0.015 2.341
H -3.940 0.066 0.490
H -2.923 -1.278 0.965
H -3.707 -0.659 4.241
H -6.572 -2.302 2.041
H -9.266 -0.764 1.758
H -7.320 2.225 2.557
C -1.397 6.882 0.086
C -1.512 5.420 -0.332
C -2.692 5.144 -1.262
C -4.070 5.439 -0.666
C -4.379 4.680 0.624
C -4.371 3.165 0.452
H -2.276 7.213 0.642
H -0.527 7.042 0.724
H -1.294 7.528 -0.789
H -1.579 4.787 0.558
H -0.592 5.122 -0.843
H -2.652 4.100 -1.585
H -2.571 5.743 -2.169
H -4.831 5.192 -1.413
H -4.168 6.512 -0.480
H -5.361 4.997 0.987
H -3.666 4.964 1.404
H -5.103 2.849 -0.295
H -4.615 2.660 1.388
H -3.391 2.806 0.133
C 1.657 -6.052 0.658
C 1.630 -4.635 1.221
C 0.221 -4.100 1.470
C -0.656 -4.000 0.221
C -0.079 -3.140 -0.902
C 0.141 -1.686 -0.497
H 1.159 -6.108 -0.311
H 2.683 -6.395 0.519
H 1.158 -6.750 1.334
H 2.171 -3.964 0.546
H 2.179 -4.614 2.166
H 0.293 -3.118 1.946
H -0.281 -4.748 2.196
H -1.630 -3.593 0.515
H -0.858 -5.002 -0.167
H -0.766 -3.176 -1.752
H 0.863 -3.567 -1.258
H -0.798 -1.234 -0.167
H 0.521 -1.097 -1.332
H 0.858 -1.599 0.321
C -0.779 6.743 -4.435
C -0.069 5.975 -5.543
C 0.026 4.474 -5.265
C 0.795 4.104 -3.996
C 2.229 4.627 -3.936
C 3.119 4.095 -5.055
H -0.248 6.658 -3.485
H -0.859 7.805 -4.672
H -1.790 6.355 -4.288
H 0.929 6.394 -5.697
H -0.605 6.119 -6.484
H 0.480 3.981 -6.129
H -0.986 4.065 -5.185
H 0.812 3.013 -3.907
H 0.249 4.466 -3.120
H 2.660 4.348 -2.971
H 2.228 5.721 -3.960
H 3.162 3.004 -5.031
H 4.138 4.472 -4.960
H 2.751 4.392 -6.038
C 7.349 -8.252 2.878
C 7.312 -6.850 3.478
C 5.899 -6.340 3.752
C 5.008 -6.220 2.514
C 5.557 -5.319 1.408
C 5.737 -3.868 1.841
H 6.844 -8.291 1.912
H 8.375 -8.588 2.724
H 6.858 -8.970 3.539
H 7.838 -6.156 2.816
H 7.870 -6.849 4.418
H 5.963 -5.369 4.252
H 5.410 -7.012 4.465
H 4.031 -5.837 2.824
H 4.822 -7.215 2.102
H 4.868 -5.353 0.559
H 6.508 -5.714 1.040
H 4.788 -3.445 2.180
H 6.102 -3.253 1.017
H 6.454 -3.777 2.659
*
```

4.
Entry from the OMol25 dataset: a structure of composition C20H30F3O14Ti (ωB97M-V/def2-TZVPD).

Calculated values
Kohn-Sham gap (spin up / spin down) in hartree: 0.1020 / 0.3115
Expectation value of S²: 3.752
DFT total energy in eV: -81157.491
LUMO (spin up / spin down) in eV: 0.38 / 0.32

```
! wB97M-V def2-TZVPD RIJCOSX def2/J DEFGRID3
* xyz 0 4
Ti 0.486 -0.786 0.303
C 0.523 -3.715 -1.291
O -0.304 -4.877 -1.277
O 0.267 -3.085 -0.123
C 2.005 -4.120 -1.480
F 2.761 -3.005 -1.303
F 2.503 -5.036 -0.660
F 2.247 -4.521 -2.747
C -0.352 -5.599 -2.485
C -1.545 -6.560 -2.401
H -1.727 -6.987 -3.390
H -1.392 -7.372 -1.689
H -2.440 -6.006 -2.115
H 0.523 -6.196 -2.758
H -0.583 -4.996 -3.372
H 0.249 -3.049 -2.123
C -1.739 3.205 -4.550
C -0.353 2.838 -4.084
C 0.113 3.533 -2.798
O 0.711 2.480 -2.038
C 0.325 1.303 -2.542
O 0.550 0.261 -2.006
O -0.294 1.440 -3.703
H -2.123 2.441 -5.223
H -1.714 4.165 -5.071
H -2.468 3.348 -3.751
H 0.375 2.916 -4.891
H -0.736 3.894 -2.218
H 0.824 4.323 -3.027
C 2.596 -0.755 6.736
C 2.015 -1.768 5.749
C 0.493 -1.784 5.811
O 0.094 -1.867 4.447
C 1.159 -1.574 3.668
O 1.110 -1.477 2.483
O 2.243 -1.352 4.413
H 2.372 0.274 6.463
H 3.679 -0.869 6.817
H 2.222 -0.996 7.734
H 2.512 -2.712 5.980
H 0.112 -0.835 6.204
H 0.087 -2.536 6.487
C -4.687 1.554 -2.312
C -3.729 2.167 -1.300
C -4.242 2.258 0.111
O -3.283 1.611 0.923
C -2.359 0.977 0.115
O -1.520 0.187 0.507
O -2.612 1.272 -1.193
H -5.588 2.155 -2.444
H -5.112 0.631 -1.896
H -4.145 1.199 -3.185
H -3.314 3.090 -1.716
H -5.224 1.808 0.280
H -4.357 3.298 0.434
C 1.875 3.490 2.362
C 2.010 3.033 0.932
C 3.418 3.220 0.323
O 3.717 1.929 -0.210
C 2.789 1.061 0.134
O 2.841 -0.119 -0.071
O 1.776 1.609 0.833
H 2.371 4.447 2.518
H 2.418 2.762 2.980
H 0.862 3.436 2.754
H 1.204 3.516 0.375
H 4.199 3.463 1.038
H 3.306 3.958 -0.469
*
```

5.
Entry from the OMol25 dataset: an isolated molecule of C5H9NO2 (ωB97M-V/def2-TZVPD).

Calculated values
Kohn-Sham gap in hartree: 0.3906
SMILES string: C[C@H](CC=O)C(N)=O
DFT total energy in eV: -10916.045
LUMO in eV: 0.77

```
! wB97M-V def2-TZVPD RIJCOSX def2/J DEFGRID3
* xyz 0 1
C 0.967 -0.883 -1.478
C 0.308 0.194 -0.625
C 1.105 0.452 0.681
C 0.224 0.009 1.806
O -0.395 0.777 2.512
C -1.224 -0.186 -0.414
N -1.961 0.791 0.146
O -1.677 -1.235 -0.801
H 0.988 -1.828 -0.939
H 0.398 -1.034 -2.391
H 1.982 -0.595 -1.746
H 0.280 1.132 -1.188
H 1.343 1.509 0.801
H 2.022 -0.139 0.680
H 0.100 -1.085 1.897
H -1.523 1.522 0.734
H -2.936 0.599 0.325
*
```

Q: DFT total energy of number 5 (C5H9NO2)?
A: -10916.045 eV

Please write out number 1 again, unchanged.
Entry from the OMol25 dataset: the ion CH8N4S2 with charge +2 (ωB97M-V/def2-TZVPD).

Calculated values
Kohn-Sham gap (spin up / spin down) in hartree: 0.3152 / 0.3152
DFT total energy in eV: -28774.101
LUMO (spin up / spin down) in eV: -9.82 / -9.82

```
! wB97M-V def2-TZVPD RIJCOSX def2/J DEFGRID3
* xyz 2 1
C 1.041 -0.256 0.236
N -0.225 1.283 -0.406
N 0.257 -1.269 0.049
N -1.497 1.183 -0.518
N -1.096 -1.493 0.481
S 2.610 -0.076 -0.411
S 0.583 1.080 1.356
H 0.155 2.127 -0.737
H 0.538 -1.837 -0.834
H -2.161 1.902 -0.495
H -1.753 0.146 -0.231
H -1.386 -2.368 0.149
H -1.358 -1.037 1.335
H 2.595 -1.032 -1.382
H 1.698 1.647 1.406
*
```

Q: What is the formula in the first record?
A: CH8N4S2

Q: Which of these has the highest DFT total energy?
A: C5H9NO2